Molecular formula: CHBrF2O3S
Method: DFT, ωB97M-V with the def2-TZVPD basis set

Properties
DFT total energy	-3436.1244	Eh
highest occupied orbital energy	-9.67	eV
HOMO-LUMO gap	7.7	eV
LUMO	-1.93	eV
energy above the lowest of the compared OMol25 structures with the same formula, charge and spin	27.2	kcal per mole

CARTESIAN COORDINATES (ANGSTROEM)
Br1 -3.925881 -0.095074 0.466368
S1 -1.044101 -1.377035 -0.659354
F1 1.200167 0.178723 -1.340711
F2 -0.746091 0.714796 -1.994467
O1 -0.617612 -1.796759 0.623253
O2 -4.682467 1.231797 -0.004954
O3 -2.529164 -0.627156 -0.704275
C1 -0.081819 0.269912 -0.942276
H1 -0.153812 0.703127 0.018381

Force components x, y, z for each atom (eV/Å):
1.225 -2.009 1.116
-0.166 1.209 -2.499
0.042 -0.508 0.562
-0.516 1.681 -0.441
0.447 -0.800 2.693
-0.534 1.678 -0.836
-0.019 -0.284 -0.295
-0.267 -2.534 -1.104
-0.213 1.567 0.804